Computed, not measured: a molecular structure, C28H42N7O8Zr, with the ωB97M-V functional and the def2-TZVPD basis.

Properties
2S+1 = 2
net charge = +4
orbital gap (spin up / spin down) = 0.0882 / 0.0895 Eh
<S²> = 1.233

Last column: Mulliken charge in e.
Geometry (Å):
1 Zr -1.889 -1.228 -4.730  1.953
2 C -0.038 -0.262 -0.951  -0.563
3 C -0.639 -0.610 -2.263  0.868
4 O -0.850 -1.698 -2.726  -0.615
5 O -1.118 0.140 -3.133  -0.606
6 H -0.031 -1.042 -0.189  0.270
7 H -0.647 0.531 -0.519  0.199
8 H 0.969 0.154 -0.995  0.452
9 C 1.315 2.910 -0.164  -0.751
10 C 0.307 3.124 0.824  -0.615
11 C -0.945 3.576 0.475  -0.880
12 C -1.363 3.755 -0.830  0.226
13 C -0.406 3.519 -1.822  0.701
14 C 0.947 3.123 -1.475  -1.063
15 C -0.713 3.567 -3.321  0.821
16 O 0.111 3.282 -4.191  -0.642
17 C -2.179 4.017 -3.671  0.323
18 C -2.562 4.144 -4.977  -0.551
19 C -3.892 4.410 -5.348  -0.699
20 C -4.832 4.546 -4.282  -0.357
21 C -4.472 4.347 -2.997  -0.808
22 C -3.113 4.202 -2.669  0.565
23 C -2.813 4.167 -1.159  0.345
24 O -3.623 4.434 -0.332  -0.492
25 H 2.246 2.443 0.121  0.640
26 H 0.468 2.980 1.882  0.689
27 H -1.651 3.657 1.288  0.514
28 H 1.635 2.708 -2.196  0.500
29 H -1.815 4.109 -5.756  0.565
30 H -4.287 4.642 -6.326  0.492
31 H -5.880 4.776 -4.403  0.447
32 H -5.217 4.630 -2.269  0.438
33 C -1.157 -0.556 2.371  0.728
34 O -0.977 0.663 2.553  -0.674
35 N -2.264 -1.033 1.942  -0.372
36 N -0.347 -1.533 2.558  -0.185
37 H -2.925 -0.421 1.485  0.282
38 H -2.461 -2.015 1.815  0.112
39 H 0.541 -1.228 2.931  -0.452
40 H -0.598 -2.482 2.320  0.216
41 C -0.657 -4.477 -4.805  0.634
42 O -1.295 -3.407 -4.701  -0.484
43 N -1.178 -5.634 -5.117  -0.386
44 N 0.602 -4.635 -4.473  -0.380
45 H -0.653 -6.374 -4.674  0.219
46 H -2.174 -5.655 -5.281  0.257
47 H 1.031 -3.768 -4.185  0.218
48 H 0.988 -5.565 -4.548  0.195
49 C -3.764 -3.004 -2.483  0.544
50 O -3.262 -2.363 -3.398  -0.479
51 N -4.952 -2.874 -2.056  -0.465
52 N -3.084 -3.737 -1.708  -0.354
53 H -5.198 -3.781 -1.685  0.257
54 H -5.715 -2.537 -2.626  0.299
55 H -3.481 -3.823 -0.783  0.241
56 H -2.075 -3.775 -1.748  0.237
57 C 4.506 0.263 1.931  -1.219
58 C 3.353 -0.739 2.290  1.042
59 C 3.900 -1.989 2.934  -1.193
60 C 4.375 -1.648 4.287  -0.688
61 C 3.023 -1.294 5.083  -1.315
62 C 2.417 0.040 4.571  1.049
63 N 2.294 -0.084 3.095  1.636
64 O 1.729 1.095 2.537  -0.229
65 C 0.973 0.134 5.289  -1.558
66 C 3.449 1.182 5.077  -1.412
67 C 2.708 -1.238 0.937  -1.627
68 H 5.196 -0.282 1.286  0.485
69 H 5.036 0.682 2.785  0.273
70 H 4.175 1.031 1.232  0.168
71 H 3.160 -2.788 2.984  0.373
72 H 4.647 -2.437 2.279  0.505
73 H 5.067 -0.815 4.407  0.332
74 H 4.832 -2.513 4.768  0.450
75 H 3.343 -1.278 6.124  0.487
76 H 2.384 -2.177 5.047  0.334
77 H 1.158 0.358 6.339  0.516
78 H 0.500 0.992 4.811  0.336
79 H 0.497 -0.846 5.300  0.389
80 H 2.891 2.118 5.126  0.411
81 H 3.743 1.115 6.124  0.398
82 H 4.402 1.276 4.556  0.325
83 H 3.401 -1.768 0.284  0.576
84 H 2.209 -0.383 0.481  -0.008
85 H 1.851 -1.902 1.043  0.359
86 H 0.811 0.855 2.392  0.230


Computed, not measured: 7 unconnected molecules or ions with the total composition C28H42O21, with the ωB97M-V functional and the def2-TZVPD basis.

Properties
net charge = 0
structure (SMILES) = C[C@H]1COC(=O)O1.C[C@H]1COC(=O)O1.C[C@H]1COC(=O)O1.C[C@H]1COC(=O)O1.C[C@H]1COC(=O)O1.C[C@H]1COC(=O)O1.C[C@H]1COC(=O)O1
orbital gap = 0.4031 Eh
energy above the lowest of the compared OMol25 structures with the same formula, charge and spin = 63.9 kJ/mol

Last column: Mulliken charge in e.
Geometry (Å):
1 C -10.059 -4.075 -5.539  -1.351
2 C -11.274 -4.203 -6.441  0.774
3 C -12.327 -3.126 -6.102  0.150
4 O -12.710 -2.541 -7.325  -0.386
5 C -11.939 -3.016 -8.314  0.542
6 O -12.050 -2.763 -9.468  -0.547
7 O -11.004 -3.849 -7.812  -0.405
8 H -10.313 -4.293 -4.503  0.275
9 H -9.692 -3.056 -5.663  0.403
10 H -9.262 -4.767 -5.814  0.348
11 H -11.692 -5.209 -6.439  0.245
12 H -11.897 -2.379 -5.426  0.175
13 H -13.228 -3.453 -5.579  -0.186
14 C -18.890 -4.796 2.393  -1.552
15 C -17.594 -4.998 1.583  1.102
16 C -16.379 -4.236 2.071  0.776
17 O -15.393 -5.273 2.227  -0.425
18 C -15.938 -6.479 2.053  0.648
19 O -15.380 -7.506 2.278  -0.583
20 O -17.242 -6.370 1.704  -0.445
21 H -18.612 -4.691 3.445  0.407
22 H -19.570 -5.626 2.238  0.368
23 H -19.380 -3.853 2.143  0.315
24 H -17.784 -4.742 0.537  0.080
25 H -16.516 -3.847 3.085  0.149
26 H -16.017 -3.484 1.377  -0.805
27 C -15.140 -1.698 -3.928  -1.446
28 C -14.697 -2.799 -2.988  1.455
29 C -14.497 -2.416 -1.516  -0.109
30 O -15.151 -3.510 -0.851  -0.293
31 C -15.757 -4.342 -1.751  0.720
32 O -16.318 -5.373 -1.532  -0.677
33 O -15.626 -3.871 -2.980  -0.393
34 H -15.422 -2.178 -4.867  0.495
35 H -14.381 -0.953 -4.161  0.228
36 H -16.007 -1.145 -3.562  0.040
37 H -13.788 -3.273 -3.372  -0.553
38 H -14.961 -1.446 -1.376  -0.060
39 H -13.415 -2.492 -1.453  0.437
40 C -14.276 -8.273 -1.151  -1.024
41 C -13.270 -8.065 -2.288  0.249
42 C -13.904 -7.514 -3.601  -0.423
43 O -13.386 -6.200 -3.669  -0.264
44 C -12.475 -5.978 -2.727  0.760
45 O -11.756 -5.028 -2.714  -0.556
46 O -12.408 -7.010 -1.856  -0.403
47 H -13.706 -8.439 -0.235  0.367
48 H -14.879 -9.162 -1.336  0.437
49 H -14.852 -7.363 -0.986  -0.020
50 H -12.752 -9.003 -2.484  0.333
51 H -14.982 -7.472 -3.460  0.294
52 H -13.600 -8.189 -4.398  0.312
53 C -18.768 0.347 0.336  -1.652
54 C -17.957 -0.374 -0.710  0.814
55 C -18.266 -1.898 -0.769  0.985
56 O -18.593 -2.107 -2.137  -0.385
57 C -18.618 -0.955 -2.816  0.595
58 O -18.886 -0.864 -3.973  -0.570
59 O -18.364 0.082 -2.012  -0.434
60 H -19.827 0.088 0.343  0.400
61 H -18.739 1.440 0.297  0.384
62 H -18.329 0.199 1.330  0.297
63 H -16.890 -0.171 -0.631  0.071
64 H -19.141 -2.099 -0.159  0.178
65 H -17.331 -2.383 -0.492  -0.655
66 C -12.616 4.105 -5.026  -1.464
67 C -11.948 2.844 -4.524  0.433
68 C -10.990 2.906 -3.295  -0.388
69 O -11.473 1.885 -2.450  -0.322
70 C -12.655 1.425 -2.868  0.589
71 O -13.371 0.720 -2.220  -0.477
72 O -13.009 2.001 -4.029  -0.346
73 H -13.120 4.669 -4.241  0.357
74 H -13.369 3.878 -5.780  0.351
75 H -11.898 4.766 -5.519  0.390
76 H -11.468 2.333 -5.361  0.250
77 H -11.084 3.887 -2.831  0.284
78 H -9.986 2.742 -3.676  0.329
79 C -16.268 0.373 5.380  -1.478
80 C -15.080 0.188 4.453  0.502
81 C -14.628 -1.280 4.415  -0.538
82 O -14.472 -1.578 3.034  -0.286
83 C -15.059 -0.616 2.295  0.602
84 O -15.225 -0.640 1.115  -0.414
85 O -15.477 0.379 3.087  -0.351
86 H -15.966 0.327 6.429  0.399
87 H -17.051 -0.367 5.231  0.368
88 H -16.684 1.379 5.295  0.347
89 H -14.280 0.910 4.609  0.293
90 H -15.360 -1.930 4.900  0.234
91 H -13.679 -1.512 4.899  0.332


Computed, not measured: a molecular structure, C28H42O21, with the ωB97M-V functional and the def2-TZVPD basis.

Properties
net charge = 0
orbital gap = 0.3019 Eh
energy above the lowest of the compared OMol25 structures with the same formula, charge and spin = 1801.9 kJ/mol

Last column: Mulliken charge in e.
Geometry (Å):
1 C -0.801 1.305 1.096  -1.714
2 C 0.144 1.005 0.062  -0.765
3 C 0.017 -0.398 -0.615  1.357
4 O 0.132 0.012 -1.947  -0.509
5 C 0.372 1.338 -2.084  -0.187
6 O 0.781 1.758 -3.172  -0.394
7 O 0.035 1.891 -0.991  -0.527
8 H -1.485 0.491 1.334  0.657
9 H -1.441 2.171 0.931  1.024
10 H -0.326 1.682 2.002  1.146
11 H 1.192 1.068 0.353  0.931
12 H -0.940 -0.897 -0.466  1.285
13 H 0.965 -0.906 -0.436  -0.707
14 C -1.489 2.172 4.112  -1.311
15 C -2.789 1.541 4.213  0.285
16 C -3.794 1.953 3.130  -0.590
17 O -4.245 0.786 2.581  -0.350
18 C -3.476 -0.202 2.950  1.007
19 O -3.648 -1.335 2.676  -0.422
20 O -2.631 0.176 3.844  -0.211
21 H -1.111 1.914 3.122  -0.078
22 H -0.798 1.732 4.832  0.271
23 H -1.546 3.240 4.325  0.562
24 H -3.377 1.505 5.130  0.433
25 H -3.330 2.638 2.420  0.178
26 H -4.630 2.562 3.472  0.402
27 C -2.074 -1.647 1.467  -1.075
28 C -1.184 -2.629 0.698  1.269
29 C -0.243 -3.456 1.591  0.547
30 O -0.569 -4.798 1.228  -0.499
31 C -1.544 -4.686 0.221  0.159
32 O -1.965 -5.715 -0.326  -0.654
33 O -1.999 -3.527 0.061  -0.468
34 H -2.663 -2.082 2.274  0.764
35 H -2.628 -1.106 0.700  0.365
36 H -1.616 -0.918 2.136  -1.093
37 H -0.672 -1.888 0.084  -1.534
38 H -0.240 -3.411 2.680  -0.165
39 H 0.801 -3.381 1.286  0.224
40 C -3.786 1.016 -4.100  -1.568
41 C -2.640 0.870 -3.101  0.501
42 C -2.411 2.165 -2.369  -0.043
43 O -2.695 1.794 -1.032  -0.286
44 C -2.983 0.429 -0.846  0.596
45 O -3.205 -0.113 0.232  -0.146
46 O -2.875 -0.098 -2.031  -0.352
47 H -3.516 1.848 -4.750  0.448
48 H -4.692 1.433 -3.660  0.389
49 H -3.880 0.177 -4.789  0.351
50 H -1.649 0.776 -3.546  0.231
51 H -3.051 3.012 -2.617  0.456
52 H -1.370 2.447 -2.530  -0.033
53 C 3.357 -1.294 0.203  -1.001
54 C 4.020 -1.969 -1.035  0.211
55 C 5.498 -2.245 -0.816  -0.338
56 O 5.487 -3.599 -0.964  -0.372
57 C 4.334 -4.257 -1.281  0.651
58 O 4.113 -5.491 -1.321  -0.572
59 O 3.413 -3.273 -1.345  -0.361
60 H 2.310 -1.234 -0.095  -0.022
61 H 3.572 -0.282 0.547  0.474
62 H 3.354 -1.896 1.112  0.473
63 H 3.814 -1.465 -1.979  0.408
64 H 5.901 -1.983 0.162  0.306
65 H 5.975 -1.898 -1.732  0.297
66 C 3.350 1.990 -5.774  -1.196
67 C 2.163 2.887 -5.394  0.509
68 C 2.095 3.424 -4.028  0.791
69 O 1.853 4.792 -4.237  -0.391
70 C 2.183 5.174 -5.483  0.649
71 O 2.096 6.340 -5.902  -0.614
72 O 2.341 4.035 -6.176  -0.391
73 H 4.267 2.579 -5.792  0.350
74 H 3.128 1.427 -6.680  0.317
75 H 3.441 1.337 -4.906  0.249
76 H 1.156 2.486 -5.503  0.240
77 H 2.966 3.450 -3.373  0.115
78 H 1.355 2.816 -3.508  -0.855
79 C -0.676 -1.195 5.262  -1.007
80 C 0.599 -0.876 4.480  0.521
81 C 1.514 -2.040 4.106  -0.823
82 O 1.699 -1.737 2.736  -0.111
83 C 0.714 -1.171 2.312  -1.023
84 O 0.498 -0.798 1.128  0.238
85 O -0.026 -0.740 3.308  0.235
86 H -0.560 -1.468 6.311  0.497
87 H -1.110 -2.142 4.942  0.295
88 H -1.292 -0.296 5.281  0.062
89 H 1.143 0.042 4.700  0.350
90 H 1.038 -2.999 4.310  0.279
91 H 2.485 -2.141 4.590  0.401